<i>
Molecular formula: C6H12OS
Method: DFT, ωB97M-V/def2-TZVPD

## Properties
HOMO level: -8.03 eV

```
! RIJCOSX wB97M-V def2-TZVPD def2/J DEFGRID3
* xyz 0 1
C -0.72 -1.05 0.62
C 0.84 0.09 -0.59
C -3.12 -0.23 0.00
C 2.90 1.51 -0.42
C -2.00 -1.21 -0.12
C 1.76 0.84 0.35
O 1.82 -2.07 0.48
S 0.61 -1.71 -0.35
H -0.62 -0.43 1.53
H 0.16 0.69 -1.32
H -2.96 0.74 -0.35
H -3.38 -0.21 1.01
H -4.05 -0.47 -0.56
H 3.38 2.07 0.37
H 2.48 2.30 -1.03
H 3.62 0.80 -0.80
H -1.86 -1.43 -1.20
H -2.36 -2.18 0.32
H 1.25 1.73 0.92
H 2.25 0.21 1.15
*
```

<ii>
Molecular formula: C6H12OS
Method: DFT, ωB97M-V/def2-TZVPD

## Properties
HOMO level: -8.70 eV

```
! RIJCOSX wB97M-V def2-TZVPD def2/J DEFGRID3
* xyz 0 1
C -2.25 -0.40 -0.84
C -1.54 0.69 0.02
C -0.02 0.78 -0.33
C 1.11 1.34 0.37
C 1.12 -0.13 0.09
C 0.77 -1.21 1.26
H -3.34 -0.43 -0.73
H -2.03 0.06 -1.89
H -1.70 -1.26 -0.65
H -1.99 1.55 -0.17
H -1.73 0.42 1.13
H -0.02 1.03 -1.49
H 0.93 1.37 1.45
H 2.31 1.90 -0.95
H -0.13 -0.91 1.85
H 0.51 -2.32 0.85
H 1.68 -1.28 1.97
H 1.73 -2.60 -1.03
O 2.12 2.12 -0.08
S 2.47 -0.72 -0.81
*
```

Most stable structure - <i>; separation to the second - 0.0227 hartree.

<i>
Molecular formula: C3H6BrFO
Method: DFT, ωB97M-V/def2-TZVPD

## Properties
HOMO level (alpha / beta): -9.51 / -9.20 eV

```
! RIJCOSX wB97M-V def2-TZVPD def2/J DEFGRID3
* xyz 0 1
C 0.52 1.23 0.00
C 0.11 -0.19 0.40
C -0.55 -0.96 -0.64
O 1.42 -0.77 0.68
F -1.02 -2.11 -0.31
Br -3.23 0.40 -0.54
H 1.19 1.29 -0.82
H -0.18 2.00 -0.37
H 1.28 1.58 0.74
H -0.53 -0.24 1.22
H -0.42 -0.86 -1.78
H 1.41 -1.36 1.42
*
```

<ii>
Molecular formula: C3H6BrFO
Method: DFT, ωB97M-V/def2-TZVPD

## Properties
HOMO level (alpha / beta): -10.60 / -7.57 eV

```
! RIJCOSX wB97M-V def2-TZVPD def2/J DEFGRID3
* xyz 0 1
C 1.04 -0.53 0.16
C -0.34 0.11 -0.22
C -1.35 -1.09 -0.35
O -0.87 0.95 0.76
F -1.30 -2.10 -1.21
Br 1.65 3.37 0.19
H 1.02 -0.38 1.20
H 1.08 -1.49 0.00
H 1.81 0.11 -0.34
H -0.19 0.56 -1.15
H -2.17 -1.25 0.45
H -0.38 1.74 0.51
*
```

Most stable structure - <i>; separation to the second - 0.0534 hartree.

<i>
Molecular formula: CH4O3S
Method: DFT, ωB97M-V/def2-TZVPD

## Properties
HOMO level: -11.41 eV

```
! RIJCOSX wB97M-V def2-TZVPD def2/J DEFGRID3
* xyz 0 1
C -0.94 0.66 -0.34
O 1.05 -0.93 -1.06
O 0.26 -1.14 1.35
O 1.63 1.14 0.07
S 0.71 0.00 -0.01
H -1.28 -0.13 -0.99
H -0.83 1.68 -0.85
H -1.28 0.61 0.71
H 0.68 -1.88 1.12
*
```

<ii>
Molecular formula: CH4O3S
Method: DFT, ωB97M-V/def2-TZVPD

## Properties
HOMO level (alpha / beta): -10.30 / -10.17 eV

```
! RIJCOSX wB97M-V def2-TZVPD def2/J DEFGRID3
* xyz 0 1
C -1.42 -0.01 0.13
O 0.65 -1.64 -0.51
O 2.49 1.11 0.04
O 0.67 0.85 -0.10
S 0.36 -0.63 0.48
H -2.02 -1.00 0.33
H -1.76 0.31 -0.77
H -1.58 0.76 0.90
H 2.61 0.25 -0.50
*
```

Most stable structure - <i>; separation to the second - 0.1267 hartree.

<i>
Molecular formula: C7H9N2O2
Method: DFT, ωB97M-V/def2-TZVPD

## Properties
HOMO level: -13.27 eV

```
! RIJCOSX wB97M-V def2-TZVPD def2/J DEFGRID3
* xyz 1 1
C -2.22 1.45 0.48
C -3.29 0.84 -0.28
C -1.06 0.70 0.77
C -3.20 -0.44 -0.68
C -1.05 -0.59 0.22
C 1.93 -0.29 -0.02
C 3.40 -0.23 -0.09
N -2.10 -1.13 -0.43
N -0.02 -1.60 0.46
O 1.29 -1.38 0.18
O 3.83 1.05 -0.30
H -2.44 2.28 1.13
H -4.13 1.37 -0.62
H -0.12 1.14 1.19
H -4.00 -0.92 -1.21
H 1.60 0.74 0.17
H 3.92 -0.94 -0.89
H 3.59 -0.67 0.83
H -0.42 -2.49 0.12
H 4.50 1.12 -1.04
*
```

<ii>
Molecular formula: C7H9N2O2
Method: DFT, ωB97M-V/def2-TZVPD

## Properties
HOMO level: -14.39 eV

```
! RIJCOSX wB97M-V def2-TZVPD def2/J DEFGRID3
* xyz 1 1
C 1.07 -0.61 -4.65
C 0.83 -0.48 -3.50
C 0.45 0.21 -1.86
C 0.01 -0.81 0.26
C -0.68 0.82 2.08
C 0.15 -2.07 1.04
C -0.85 2.29 2.19
N -0.27 0.43 0.70
N 0.46 -0.87 -0.98
O 0.12 1.34 -1.79
O -0.71 -0.08 2.86
H 1.12 -0.82 -5.68
H 0.59 -2.80 0.49
H -0.83 -2.30 1.63
H 0.89 -2.00 1.74
H 0.11 2.91 1.94
H -1.07 2.41 3.23
H -1.76 2.77 1.78
H -0.20 1.30 0.13
H 0.57 -1.63 -1.62
*
```

Most stable structure - <ii>; separation to the second - 0.0405 hartree.

<i>
Molecular formula: C4H6IN
Method: DFT, ωB97M-V/def2-TZVPD

## Properties
HOMO level: -8.37 eV

```
! RIJCOSX wB97M-V def2-TZVPD def2/J DEFGRID3
* xyz 0 1
C -0.64 -1.14 0.46
C 0.33 1.43 0.28
C -1.18 0.05 -0.21
C 0.09 -0.57 -0.73
N 1.05 0.47 -0.54
I 2.96 -0.08 0.12
H -0.23 -1.10 1.46
H -1.14 -2.08 0.24
H 0.18 2.38 -0.19
H 0.47 1.44 1.35
H -2.11 0.35 -0.61
H 0.22 -1.16 -1.63
*
```

<ii>
Molecular formula: C4H6IN
Method: DFT, ωB97M-V/def2-TZVPD

## Properties
HOMO level: -9.59 eV

```
! RIJCOSX wB97M-V def2-TZVPD def2/J DEFGRID3
* xyz 0 1
C -2.65 -1.97 -0.09
C -1.71 -2.64 0.16
C 0.49 2.08 -0.29
C -0.13 0.82 0.15
N 1.01 1.05 0.66
I 4.27 -0.13 0.21
H -3.44 -1.46 -0.48
H 2.83 0.20 0.20
H -0.95 -3.20 0.57
H 0.88 2.19 -1.23
H 0.26 2.96 0.05
H -0.87 0.12 0.09
*
```

Most stable structure - <i>; separation to the second - 0.0398 hartree.

<i>
Molecular formula: C7H14F3N4O9PtS2
Method: DFT, ωB97M-V/def2-TZVPD

## Properties
HOMO level (alpha / beta): -5.26 / -5.25 eV

```
! RIJCOSX wB97M-V def2-TZVPD def2/J DEFGRID3
* xyz -1 1
Pt 1.53 0.15 0.14
N -0.32 0.34 1.41
C -1.35 -0.55 0.86
C -2.72 0.11 0.65
C -2.74 1.52 0.06
C -1.80 1.83 -1.10
N -1.76 0.76 -2.11
C -0.65 0.45 -2.79
N -0.65 -0.74 -3.44
N 0.37 1.29 -2.89
C -0.89 -1.28 -0.40
O -1.71 -1.93 -1.06
O 0.33 -1.14 -0.77
H 0.00 0.08 2.34
H -0.53 1.33 1.38
H -1.47 -1.38 1.57
H -3.25 0.15 1.60
H -3.29 -0.58 0.02
H -2.48 2.26 0.83
H -3.77 1.76 -0.21
H -0.79 1.97 -0.72
H -2.10 2.76 -1.58
H -2.44 0.03 -2.05
H -1.08 -1.47 -2.88
H 0.26 -1.01 -3.79
H 0.48 2.03 -2.17
H 1.27 0.89 -3.10
O 3.42 3.54 -0.72
S 2.58 2.38 -0.65
O 2.78 1.62 0.70
O 2.87 1.33 -1.68
O 1.11 2.68 -0.70
F 3.99 -2.61 3.72
C 2.84 -3.19 3.38
F 3.13 -4.31 2.70
F 2.20 -3.54 4.50
S 1.80 -2.05 2.37
O 1.67 -0.89 3.22
O 0.56 -2.77 2.15
O 2.61 -1.85 1.18
*
```

<ii>
Molecular formula: C7H14F3N4O9PtS2
Method: DFT, ωB97M-V/def2-TZVPD

## Properties
HOMO level: -5.39 eV

```
! RIJCOSX wB97M-V def2-TZVPD def2/J DEFGRID3
* xyz -1 1
Pt -1.31 -0.27 -0.87
N 0.68 -0.68 -0.71
C 1.24 -1.27 0.53
C 2.62 -0.67 0.86
C 2.74 0.86 0.92
C 2.27 1.54 2.21
N 0.85 1.39 2.52
C -0.12 2.04 1.88
N -1.39 1.66 2.06
N 0.13 3.12 1.13
C 0.27 -1.22 1.74
O 0.80 -1.38 2.86
O -0.94 -0.98 1.51
H 0.86 -1.26 -1.53
H 1.06 0.25 -0.90
H 1.37 -2.33 0.32
H 3.34 -1.03 0.11
H 2.91 -1.09 1.82
H 2.27 1.34 0.06
H 3.80 1.11 0.82
H 2.52 2.60 2.18
H 2.81 1.12 3.06
H 0.60 0.52 2.99
H -1.50 0.66 2.24
H -2.04 2.03 1.36
H 1.08 3.28 0.83
H -0.60 3.35 0.45
O -2.88 2.66 -2.79
S -2.43 2.06 -1.57
O -2.53 2.96 -0.41
O -3.11 0.73 -1.26
O -0.96 1.57 -1.68
F -3.49 -3.80 -2.75
C -2.54 -3.05 -3.32
F -2.32 -3.53 -4.55
F -3.00 -1.81 -3.42
S -0.99 -3.12 -2.33
O -0.10 -2.18 -2.99
O -0.58 -4.50 -2.40
O -1.42 -2.68 -0.99
*
```

Most stable structure - <ii>; separation to the second - 0.0266 hartree.